Record 1
Below is an isolated molecule of C19H19BClFN2O4 in a non-equilibrium geometry, with properties calculated with the ωB97M-V functional and the def2-TZVPD basis.

As for the SMILES: C=CC(=O)N(CC(=O)N[C@@H](Cc1ccc(Cl)cc1)B(O)O)c1ccccc1F. For the largest force on an atom, the calculation gives 0.0692 Eh/bohr. The value obtained for the HOMO-LUMO gap is 8.61 eV.

ORCA input file:
```
! wB97M-V def2-TZVPD RIJCOSX def2/J DEFGRID3
* xyz 0 1
O -1.32 1.38 -2.66
O 2.63 0.86 -2.70
F -0.93 0.09 0.80
Cl -1.99 -3.08 3.64
O -0.61 -1.31 -2.82
O 0.63 -3.36 -2.87
B 0.49 -2.01 -2.57
C -1.37 1.86 -1.55
C 1.74 0.98 -1.91
C -3.81 1.75 -1.35
C -2.65 2.05 -0.79
C 0.18 2.45 3.43
C 0.65 3.45 2.60
C -0.40 1.35 2.77
C 0.53 -2.60 2.76
C -1.24 -2.85 1.16
C 0.58 3.38 1.22
C 1.39 -2.44 1.74
C -0.32 -2.70 0.17
C -0.52 1.23 1.39
C -0.82 -2.86 2.46
C -0.08 2.31 0.55
C 1.02 -2.61 0.42
N -0.17 2.13 -0.90
N 1.35 -0.07 -1.16
C 1.05 2.32 -1.73
C 2.06 -2.48 -0.63
C 1.69 -1.36 -1.65
H -0.79 -0.34 -2.67
H -0.11 -3.73 -3.42
H -3.82 1.36 -2.37
H -4.78 2.02 -0.84
H -2.56 2.46 0.22
H 0.07 2.64 4.49
H 0.91 4.35 3.09
H -0.54 0.43 3.24
H 0.91 -2.36 3.74
H -2.28 -3.08 1.11
H 0.93 4.14 0.59
H 2.39 -2.14 1.92
H -0.72 -2.50 -0.83
H 0.54 0.00 -0.51
H 0.72 2.59 -2.78
H 1.69 3.10 -1.21
H 3.00 -2.18 -0.20
H 2.26 -3.49 -1.06
H 2.46 -1.12 -2.34
*
```

Mulliken population analysis, charges in e, atoms 1 to 4: -0.738 -0.672 -0.114 -0.245

Record 2
Below is a structure of composition C19H19Br2N3O3 in a non-equilibrium geometry, with properties calculated with the ωB97M-V functional and the def2-TZVPD basis.

For the largest force on an atom, the calculation gives 0.0250 Eh/bohr. The value obtained for the HOMO-LUMO gap is 8.54 eV.

ORCA input file:
```
! wB97M-V def2-TZVPD RIJCOSX def2/J DEFGRID3
* xyz 0 1
C 1.89 -2.22 -2.53
C 1.72 -1.71 -1.13
N 2.63 -1.17 -0.42
N 3.89 -0.96 -0.87
C 4.68 -0.06 -0.23
O 5.78 0.25 -0.64
C 4.05 0.50 1.03
C 2.90 1.45 0.85
C 4.23 1.97 1.31
H 4.81 2.56 0.61
H 4.33 2.29 2.34
Br 1.41 1.40 2.06
Br 2.29 1.92 -0.91
C 4.06 -0.48 2.17
H 3.47 -1.36 1.92
H 3.66 -0.04 3.08
H 5.09 -0.79 2.37
H 4.21 -1.32 -1.77
C 0.40 -1.74 -0.50
C 0.28 -1.91 0.88
C -0.94 -1.82 1.51
C -2.09 -1.54 0.77
C -1.99 -1.41 -0.62
C -0.76 -1.51 -1.24
H -0.70 -1.38 -2.31
H -2.87 -1.23 -1.20
N -3.32 -1.43 1.41
C -4.36 -0.58 1.13
O -5.47 -0.78 1.58
C -4.00 0.63 0.36
C -2.85 1.38 0.33
C -3.15 2.51 -0.46
C -4.45 2.38 -0.85
O -4.97 1.25 -0.35
C -5.32 3.25 -1.69
H -4.76 4.12 -2.01
H -5.66 2.71 -2.56
H -6.19 3.57 -1.12
H -2.48 3.31 -0.70
H -1.93 1.16 0.81
H -3.50 -2.07 2.17
H -1.02 -1.95 2.58
H 1.17 -2.10 1.46
H 1.99 -1.39 -3.23
H 2.80 -2.83 -2.60
H 1.05 -2.83 -2.82
*
```

Mulliken population analysis, charges in e, atoms 1 to 4: -2.078 0.788 0.186 -0.474

Record 3
Below is a structure of composition C19H19BrN4NiO2 in a non-equilibrium geometry, with properties calculated with the ωB97M-V functional and the def2-TZVPD basis.

For the largest force on an atom, the calculation gives 0.0302 Eh/bohr. Its expectation value of S² is 2.0043. The value obtained for the HOMO-LUMO gap (alpha / beta) is 7.26 / 7.09 eV.

ORCA input file:
```
! wB97M-V def2-TZVPD RIJCOSX def2/J DEFGRID3
* xyz 2 3
Ni 0.06 -0.20 0.01
O -1.84 -6.07 -0.28
C -1.52 -4.83 0.03
C -1.41 -4.33 1.33
C -1.04 -3.02 1.52
N -0.79 -2.16 0.52
C -0.94 -2.67 -0.71
Br -0.63 -1.36 -2.06
C -1.28 -3.95 -1.03
H -2.02 -6.63 0.49
H -1.62 -4.96 2.19
H -0.95 -2.63 2.52
H -1.37 -4.29 -2.06
C 1.74 3.51 -4.21
C 1.46 2.15 -4.11
C 1.07 1.61 -2.90
C 0.97 2.42 -1.77
C 1.27 3.80 -1.87
C 1.65 4.32 -3.08
N 0.57 1.85 -0.56
N 0.60 2.58 0.45
C 0.23 2.07 1.68
C 0.28 2.93 2.77
C -0.08 2.45 4.02
C -0.49 1.13 4.13
C -0.51 0.34 2.99
N -0.15 0.78 1.79
H 2.03 3.93 -5.16
H 1.54 1.52 -4.98
H 0.88 0.55 -2.82
H 1.18 4.42 -0.99
H 1.87 5.38 -3.16
H 0.59 3.96 2.61
H -0.05 3.10 4.88
H -0.79 0.72 5.08
H -0.84 -0.69 3.06
C 3.28 -1.63 1.61
C 3.14 -0.88 0.33
C 4.34 -0.55 -0.49
O 2.03 -0.50 -0.06
H 4.30 -1.96 1.79
H 2.62 -2.50 1.61
H 2.96 -0.99 2.44
H 5.25 -1.01 -0.12
H 4.46 0.53 -0.51
H 4.17 -0.86 -1.53
*
```

Mulliken population analysis, charges in e, atoms 1 to 4: -0.104 -0.473 0.944 -0.775

Record 4
Below is an isolated molecule of C19H19Cl2N3O in a non-equilibrium geometry, with properties calculated with the ωB97M-V functional and the def2-TZVPD basis.

As for the SMILES: Oc1c(/C=N/c2ccc(N(CCCl)CCCl)cc2)[nH]c2ccccc12. For the largest force on an atom, the calculation gives 0.1212 Eh/bohr. The value obtained for the HOMO-LUMO gap is 7.80 eV.

ORCA input file:
```
! wB97M-V def2-TZVPD RIJCOSX def2/J DEFGRID3
* xyz 0 1
Cl 2.79 3.70 4.21
Cl -2.65 7.08 0.68
N -0.77 -0.96 -0.79
O -0.87 -2.62 -3.02
C -0.14 -3.38 -2.17
C 0.14 -3.01 -0.88
C 0.14 -1.67 -0.32
C 0.72 -6.90 -3.33
C 1.35 -7.32 -2.12
C -1.52 0.58 1.00
C -0.15 1.34 -0.70
C 0.26 -5.52 -3.50
C 1.45 -6.45 -1.10
C -1.35 1.82 1.69
C -0.02 2.69 -0.22
C -0.84 0.24 -0.17
C 0.23 -4.75 -2.38
C 0.87 -5.12 -1.18
C -0.57 2.84 1.08
N 0.65 -4.07 -0.25
N -0.44 3.94 1.83
C 1.94 4.41 2.76
C -2.07 5.37 0.54
C 0.52 3.79 2.91
C -0.69 5.27 1.16
H -1.00 -1.80 -2.55
H 0.84 -1.31 0.45
H 0.72 -7.51 -4.18
H 1.55 -8.37 -2.08
H -2.26 -0.10 1.32
H 0.42 1.01 -1.58
H -0.21 -5.14 -4.40
H 1.82 -6.86 -0.23
H -1.83 1.82 2.74
H 0.60 3.50 -0.55
H 0.79 -4.32 0.73
H 2.37 4.18 1.80
H 1.89 5.47 2.97
H -2.10 4.98 -0.44
H -2.83 4.76 1.08
H 0.71 2.68 3.10
H -0.05 4.19 3.84
H 0.04 5.41 0.35
H -0.47 6.07 1.86
*
```

Mulliken population analysis, charges in e, atoms 1 to 4: -0.215 -0.217 -0.568 -0.649